{"formula": "C34H31MoN6OS", "method": "ωB97M-V/def2-TZVPD", "species": ["Mo", "S", "O", "N", "N", "N", "N", "N", "N", "C", "C", "C", "C", "C", "C", "C", "C", "C", "C", "C", "C", "C", "C", "C", "C", "C", "C", "C", "C", "C", "C", "C", "C", "C", "C", "C", "C", "C", "C", "C", "C", "C", "C", "H", "H", "H", "H", "H", "H", "H", "H", "H", "H", "H", "H", "H", "H", "H", "H", "H", "H", "H", "H", "H", "H", "H", "H", "H", "H", "H", "H", "H", "H", "H"], "xyz": [[0.300, -0.370, 0.019], [2.288, 0.730, -0.492], [1.040, -1.539, -1.399], [-2.778, -3.034, -1.165], [-0.375, 1.680, 0.432], [-1.484, 0.285, 2.685], [0.860, -0.038, 2.619], [-1.564, -1.280, -0.640], [0.153, -2.506, 0.977], [-2.362, 0.915, 1.615], [-1.214, 4.341, 0.655], [4.468, -3.893, -1.458], [-0.643, -3.419, 0.129], [1.717, -1.619, -2.488], [-1.679, -2.596, -0.555], [-3.009, 0.445, -1.838], [0.871, 2.864, 4.978], [-3.438, -1.932, -1.732], [-0.790, 1.276, 3.549], [2.282, 4.776, -0.463], [2.675, 3.421, -0.565], [1.431, 1.871, 4.179], [3.448, -2.753, -3.799], [-4.169, 0.559, -2.581], [0.563, 1.067, 3.465], [-0.561, -2.026, 2.191], [-2.026, 3.308, 1.050], [2.834, -2.501, -2.560], [-2.658, -0.833, -1.408], [1.015, 5.091, -0.082], [5.055, -4.147, -2.700], [3.360, -3.079, -1.387], [-4.958, -0.563, -2.891], [1.797, 2.407, -0.289], [-4.607, -1.832, -2.477], [-1.376, 2.251, 4.326], [-0.364, -0.547, 2.078], [4.546, -3.583, -3.866], [-1.564, 2.002, 0.956], [-0.509, 3.057, 5.055], [1.298, -0.768, -3.628], [0.091, 4.063, 0.233], [0.488, 2.712, 0.128], [2.503, 1.724, 4.133], [1.526, 3.501, 5.560], [0.508, -0.088, -3.332], [-1.560, 5.368, 0.707], [-4.477, 1.531, -2.944], [-2.451, 2.388, 4.387], [2.910, -2.850, -0.432], [-2.679, 0.124, 0.944], [-2.078, -0.313, 3.264], [3.054, -2.318, -4.709], [-3.009, 3.497, 1.464], [3.684, 3.177, -0.874], [1.025, -2.959, 1.219], [-0.913, 3.835, 5.690], [-5.209, -2.696, -2.728], [5.012, -3.791, -4.820], [0.694, 6.124, -0.013], [-5.858, -0.429, -3.477], [2.995, 5.557, -0.695], [2.154, -0.210, -4.009], [-2.388, 1.307, -1.627], [4.890, -4.328, -0.562], [-3.076, -3.998, -1.225], [-3.234, 1.333, 2.109], [-1.094, -4.223, 0.714], [5.927, -4.788, -2.756], [1.519, -0.716, 2.977], [-0.162, -2.461, 3.110], [0.014, -3.874, -0.609], [0.933, -1.399, -4.444], [-1.616, -2.291, 2.123]], "forces_ev_per_angstrom": [[0.08, -0.08, 2.05], [-0.05, 0.07, -0.30], [0.54, -0.54, -1.26], [-0.25, -0.03, -0.17], [-0.18, -0.01, -0.09], [0.00, 0.06, -0.05], [0.08, 0.28, -0.43], [0.13, 0.49, -0.30], [-0.28, 0.25, -0.19], [0.15, -0.06, 0.10], [-0.01, 0.10, -0.02], [-0.01, 0.02, -0.02], [0.02, 0.03, 0.08], [-0.35, 0.30, 0.65], [-0.06, 0.11, -0.03], [0.00, 0.04, -0.02], [-0.01, 0.00, -0.01], [-0.03, -0.36, 0.05], [-0.30, -0.15, -0.14], [0.15, -0.06, -0.04], [0.07, 0.14, -0.03], [0.10, 0.08, 0.06], [-0.02, -0.04, -0.02], [0.01, -0.02, 0.00], [0.29, -0.09, -0.08], [0.13, -0.20, -0.04], [-0.13, 0.10, 0.07], [0.09, -0.09, -0.04], [0.28, 0.05, 0.23], [-0.08, 0.11, 0.00], [0.04, -0.02, 0.01], [0.06, -0.08, -0.11], [-0.01, 0.04, -0.01], [0.04, -0.03, 0.03], [-0.03, -0.06, -0.02], [-0.08, 0.02, 0.02], [-0.69, 0.27, -0.03], [0.07, -0.04, 0.00], [0.11, -0.10, -0.04], [0.08, 0.00, 0.00], [0.02, -0.09, -0.18], [-0.01, 0.16, 0.02], [-0.05, -0.25, 0.01], [-0.05, 0.02, 0.01], [-0.03, -0.03, -0.03], [-0.07, 0.07, 0.05], [0.03, -0.04, 0.01], [0.02, -0.05, 0.01], [0.10, -0.02, -0.01], [-0.02, 0.02, 0.04], [0.00, -0.08, -0.04], [-0.07, 0.01, 0.04], [0.03, -0.02, 0.05], [0.05, -0.01, -0.04], [-0.02, 0.04, 0.01], [0.10, 0.01, 0.00], [0.04, -0.05, -0.03], [0.03, 0.05, 0.02], [0.00, 0.00, 0.04], [0.01, -0.05, 0.01], [0.05, 0.00, 0.03], [-0.02, -0.06, 0.01], [-0.04, 0.01, -0.01], [-0.02, -0.01, -0.01], [0.00, 0.01, -0.04], [-0.02, 0.00, -0.01], [-0.04, 0.03, 0.05], [0.00, -0.04, 0.07], [-0.04, 0.02, 0.01], [0.05, 0.00, 0.12], [0.02, -0.10, 0.05], [0.07, -0.02, -0.07], [0.01, 0.03, 0.00], [-0.05, -0.03, -0.04]], "orbital_gap_ev": [6.40, 6.43], "charge": 3, "lumo_ev": [-9.45, -9.46], "total_energy_ev": -59417.7093, "homo_energy_ha": [-0.5825, -0.5838]}

---

{"formula": "C34H31P2ReS2Se", "method": "ωB97M-V/def2-TZVPD", "species": ["Re", "Se", "S", "S", "P", "P", "C", "C", "C", "C", "C", "C", "C", "C", "C", "C", "C", "C", "C", "C", "C", "C", "C", "C", "C", "C", "C", "C", "C", "C", "C", "C", "C", "C", "C", "C", "C", "C", "C", "C", "H", "H", "H", "H", "H", "H", "H", "H", "H", "H", "H", "H", "H", "H", "H", "H", "H", "H", "H", "H", "H", "H", "H", "H", "H", "H", "H", "H", "H", "H", "H"], "xyz": [[-1.307, -0.513, -2.333], [-0.140, -2.140, -3.610], [-2.641, -2.046, -1.131], [0.026, 1.368, -2.704], [-2.512, -0.570, 0.296], [-0.343, 1.550, -0.664], [2.846, -0.557, 0.727], [-1.735, 3.591, 0.516], [-0.115, -2.497, 2.953], [-6.713, 0.674, 1.518], [1.801, -0.127, -0.073], [-4.143, -0.066, 0.805], [-6.191, -0.533, 1.970], [-1.723, 0.564, -0.694], [2.064, -2.982, -2.004], [3.137, 0.100, 1.915], [-4.907, -0.906, 1.616], [2.384, 1.196, 2.308], [2.338, -0.548, -4.979], [-5.959, 1.508, 0.709], [0.142, 5.537, -0.112], [1.343, 1.639, 1.507], [-4.672, 1.137, 0.344], [-0.959, -0.502, 4.009], [5.812, -2.316, -1.862], [-1.944, 4.904, 0.917], [3.975, -1.466, -3.350], [-0.842, -2.203, 1.809], [1.718, -2.163, -3.075], [1.053, -3.798, -1.252], [-1.625, -1.054, 1.765], [3.403, -3.013, -1.627], [0.358, 4.229, -0.505], [-0.174, -1.648, 4.047], [4.369, -2.263, -2.284], [-1.687, -0.203, 2.872], [-0.583, 3.251, -0.185], [-1.006, 5.872, 0.599], [1.042, 0.976, 0.314], [2.651, -1.402, -3.781], [-4.503, -1.844, 1.980], [0.771, 2.501, 1.822], [-6.787, -1.181, 2.597], [3.437, -1.405, 0.411], [0.491, -3.392, 2.991], [6.434, -2.740, -2.651], [-1.008, 0.152, 4.869], [2.609, 1.713, 3.231], [0.866, 6.301, -0.359], [6.194, -1.317, -1.648], [1.256, 3.978, -1.056], [1.275, -0.359, -5.106], [0.562, -4.530, -1.896], [3.694, -3.645, -0.795], [0.264, -3.166, -0.839], [5.943, -2.928, -0.971], [4.718, -0.877, -3.877], [1.532, -4.337, -0.436], [-4.089, 1.763, -0.319], [1.593, -0.645, -1.004], [2.844, 0.413, -4.894], [-2.838, 5.167, 1.466], [-6.372, 2.441, 0.351], [-7.718, 0.961, 1.797], [-2.469, 2.831, 0.754], [0.390, -1.884, 4.940], [-2.313, 0.681, 2.852], [2.694, -1.028, -5.892], [-0.801, -2.864, 0.954], [3.958, -0.238, 2.535], [-1.169, 6.898, 0.902]], "forces_ev_per_angstrom": [[-0.40, 0.56, 0.01], [0.15, -0.46, -0.06], [-0.10, -0.27, -0.07], [0.33, -0.01, 0.01], [-0.32, -0.15, 0.08], [0.36, 0.50, -0.31], [0.00, -0.01, 0.03], [-0.04, 0.04, 0.06], [-0.03, 0.03, -0.04], [-0.04, -0.02, 0.03], [-0.03, -0.04, -0.07], [-0.17, 0.18, 0.03], [0.01, 0.05, -0.03], [0.19, -0.33, 0.13], [0.23, -0.06, 0.07], [-0.01, 0.02, 0.04], [0.03, 0.01, 0.09], [-0.03, -0.05, -0.08], [-0.05, 0.03, 0.01], [0.07, -0.04, -0.02], [-0.06, 0.00, 0.03], [-0.02, -0.03, 0.07], [-0.08, -0.04, -0.04], [0.04, -0.03, -0.03], [-0.02, 0.02, 0.03], [0.06, -0.07, -0.05], [-0.08, 0.02, -0.02], [0.06, 0.02, -0.02], [-0.26, 0.23, -0.41], [-0.02, -0.03, 0.06], [0.05, -0.18, 0.20], [-0.09, -0.05, -0.03], [0.04, 0.00, 0.00], [0.02, 0.02, 0.04], [0.08, -0.02, 0.01], [-0.02, 0.00, 0.00], [-0.30, 0.15, -0.04], [0.02, 0.04, 0.00], [0.18, 0.05, 0.19], [0.20, -0.07, 0.18], [0.04, -0.01, -0.02], [-0.04, 0.03, -0.03], [-0.01, -0.01, 0.01], [0.01, 0.00, 0.01], [0.00, -0.02, 0.00], [0.00, 0.00, -0.02], [0.00, 0.01, 0.01], [0.01, 0.01, 0.01], [0.02, 0.01, -0.01], [0.00, 0.01, -0.01], [0.00, -0.06, -0.02], [-0.06, 0.00, 0.05], [0.00, 0.00, -0.05], [0.01, -0.03, 0.00], [0.04, 0.01, -0.03], [-0.01, -0.01, 0.01], [0.02, 0.00, 0.00], [0.00, 0.00, 0.02], [0.00, 0.00, -0.01], [0.01, 0.06, 0.03], [0.02, 0.01, -0.02], [-0.01, 0.00, 0.01], [-0.01, 0.01, 0.00], [-0.01, 0.00, 0.01], [0.00, -0.01, 0.01], [0.00, 0.00, 0.01], [-0.01, 0.00, -0.02], [0.01, -0.03, 0.00], [-0.04, -0.01, 0.02], [0.01, -0.02, -0.01], [0.01, 0.01, 0.00]], "orbital_gap_ev": [6.59, 6.64], "charge": 1, "de_lowest_kj_mol": 11.68, "lumo_ev": [-4.21, -4.23], "spin_multiplicity": 2, "total_energy_ev": -143480.6797, "s2": 1.097, "homo_energy_ha": [-0.3969, -0.3995]}

---

{"formula": "C34H32BrCsN5O4", "method": "ωB97M-V/def2-TZVPD", "species": ["Cs", "Br", "O", "O", "O", "O", "N", "N", "N", "N", "N", "C", "C", "C", "C", "C", "C", "C", "C", "C", "C", "C", "C", "C", "C", "C", "C", "C", "C", "C", "C", "C", "C", "C", "C", "C", "C", "C", "C", "C", "C", "C", "C", "C", "C", "H", "H", "H", "H", "H", "H", "H", "H", "H", "H", "H", "H", "H", "H", "H", "H", "H", "H", "H", "H", "H", "H", "H", "H", "H", "H", "H", "H", "H", "H", "H", "H"], "xyz": [[-0.173, 0.126, -2.689], [-0.487, 8.050, -2.804], [-8.378, -0.477, -2.719], [3.383, -2.264, 2.678], [-0.699, -2.932, 1.094], [5.055, 0.392, 0.426], [2.515, -0.239, 0.643], [-7.736, -0.077, -0.583], [-3.370, -0.948, -2.909], [0.216, -0.345, 0.270], [1.082, -0.368, 2.444], [4.547, -1.007, -2.925], [-4.252, -0.453, -3.780], [-7.498, -0.403, -1.886], [5.184, -0.408, -1.847], [2.276, -3.023, 2.184], [-1.953, 0.517, 0.930], [-3.623, -0.914, 1.897], [-6.049, -0.618, -2.229], [-1.503, -1.829, 1.197], [-0.137, 4.093, -4.054], [4.098, 0.053, 5.353], [-2.767, -1.997, 1.740], [5.974, -0.472, 1.076], [3.210, -1.384, -2.806], [1.238, -0.326, 1.056], [4.453, -0.194, -0.693], [-0.295, -3.264, -0.243], [-3.821, -1.289, -1.706], [-0.344, 3.277, -2.924], [-0.170, 5.489, -4.047], [-0.639, 5.417, -1.690], [-3.218, 0.342, 1.475], [3.102, -0.547, -0.629], [-5.145, -1.143, -1.318], [4.160, -1.000, 4.459], [2.122, -0.273, 3.395], [-1.052, -0.547, 0.813], [-5.594, -0.279, -3.495], [2.412, -1.181, -1.666], [3.176, -1.199, 3.491], [-0.593, 4.023, -1.757], [3.036, 0.943, 5.292], [2.075, 0.778, 4.312], [-0.426, 6.133, -2.852], [6.372, 0.071, 1.933], [-8.673, 0.207, -0.350], [2.968, 1.773, 5.982], [2.025, -2.710, 1.171], [4.874, 0.173, 6.097], [-6.276, 0.124, -4.231], [0.378, -2.514, -0.671], [-3.880, 1.193, 1.575], [4.970, -1.717, 4.495], [0.228, -4.215, -0.171], [-3.063, -2.994, 2.044], [1.264, 1.491, 4.218], [0.000, 6.061, -4.952], [6.796, -0.748, 0.409], [-1.623, 1.496, 0.602], [2.770, -1.876, -3.676], [-0.762, 3.504, -0.810], [5.475, -1.384, 1.418], [-0.834, 5.932, -0.757], [-1.179, -3.395, -0.878], [0.071, 3.632, -5.020], [-3.856, -0.169, -4.748], [3.187, 0.085, 1.322], [1.402, -2.925, 2.823], [0.182, -0.040, 2.758], [-5.454, -1.446, -0.327], [-4.601, -1.060, 2.340], [5.093, -1.178, -3.848], [6.221, -0.098, -1.892], [2.609, -4.059, 2.171], [-3.094, -1.678, -1.001], [-6.982, 0.235, 0.002]], "forces_ev_per_angstrom": [[-0.09, 0.06, -0.16], [0.00, 0.01, 0.00], [-0.05, -0.10, 0.03], [0.02, -0.04, 0.03], [-0.03, -0.03, 0.04], [-0.01, 0.01, -0.03], [-0.06, -0.05, -0.07], [-0.02, -0.09, 0.00], [-0.03, 0.00, -0.03], [-0.18, 0.06, 0.15], [0.01, -0.01, -0.02], [-0.01, 0.01, 0.00], [0.07, 0.00, 0.02], [0.15, 0.31, -0.12], [-0.03, 0.00, 0.01], [0.00, 0.02, -0.03], [0.09, 0.01, 0.01], [-0.07, 0.02, 0.03], [-0.05, -0.13, 0.07], [0.06, 0.06, -0.05], [-0.02, 0.06, 0.03], [0.02, -0.03, -0.01], [0.03, -0.05, 0.00], [0.00, -0.04, -0.02], [0.00, -0.01, 0.04], [0.14, 0.04, 0.01], [0.07, 0.01, 0.00], [0.05, 0.04, -0.03], [0.03, 0.04, 0.05], [-0.05, -0.03, -0.02], [0.00, -0.06, -0.03], [0.00, -0.05, 0.01], [-0.04, 0.00, -0.03], [-0.02, 0.01, 0.00], [-0.07, 0.04, -0.06], [-0.01, 0.03, 0.01], [-0.02, -0.04, -0.03], [-0.02, -0.10, 0.03], [-0.05, 0.01, 0.01], [0.17, -0.11, 0.07], [-0.02, 0.04, 0.02], [-0.01, 0.04, 0.00], [-0.01, 0.01, -0.01], [0.01, 0.02, 0.03], [0.00, 0.05, 0.01], [0.00, 0.00, 0.00], [0.00, 0.00, 0.00], [0.00, 0.01, 0.00], [0.00, -0.02, 0.01], [0.00, 0.00, 0.00], [-0.01, 0.00, 0.01], [-0.01, -0.02, -0.02], [0.01, 0.01, -0.01], [0.00, -0.01, -0.01], [-0.01, -0.01, 0.01], [0.01, -0.01, -0.01], [0.00, 0.00, 0.00], [0.00, 0.02, 0.01], [0.01, 0.01, 0.01], [0.00, 0.01, 0.00], [-0.01, 0.00, 0.00], [0.01, -0.01, 0.00], [0.01, 0.01, 0.00], [0.00, 0.01, 0.00], [-0.02, 0.00, 0.01], [0.00, 0.00, 0.00], [-0.01, -0.01, -0.01], [0.00, 0.01, 0.00], [0.00, 0.00, 0.02], [0.01, 0.00, 0.00], [0.05, -0.01, 0.02], [0.00, 0.01, 0.00], [0.01, 0.00, 0.00], [0.00, 0.00, 0.00], [0.00, 0.00, -0.02], [0.00, -0.02, -0.02], [-0.01, -0.01, 0.02]], "orbital_gap_ev": 5.49, "charge": -1, "de_lowest_kj_mol": 0.00, "lumo_ev": 1.86, "total_energy_ev": -122006.7736, "homo_energy_ha": -0.1334}